[1]
Density functional theory data (ωB97M-V/def2-TZVPD) for a molecular structure, C11H28FeN5SSi2 in a non-equilibrium geometry.

Calculated values
**HOMO (spin up / spin down)**: -10.506 / -10.845 eV
**Charge**: +1
**HOMO-LUMO gap (spin up / spin down)**: 8.049 / 8.067 eV
**Spin multiplicity**: 5

Geometry as XYZ:
```
48
Properties=species:S:1:pos:R:3:forces:R:3
Fe 0.698 0.182 -0.752 -0.0384 -0.5768 0.3764
N 0.090 -1.811 -2.107 0.0875 0.3033 0.2263
N 1.192 -2.444 -2.696 0.0783 -0.2644 -0.2104
C 2.443 -1.924 -2.651 -0.4059 -0.3900 -0.1082
N 3.411 -2.640 -3.237 -0.2812 0.0878 0.0520
S 2.812 -0.471 -1.919 0.0222 0.7086 0.5012
H -0.347 -2.416 -1.411 0.1544 0.0048 -0.1386
H -0.595 -1.551 -2.814 0.1757 -0.1014 0.0436
H 1.042 -3.316 -3.198 -0.0678 0.2375 0.2265
H 3.245 -3.499 -3.733 -0.0549 -0.0301 0.0330
H 4.352 -2.288 -3.205 0.0090 0.0473 0.0033
C -0.805 -2.203 3.538 0.1329 0.0930 -0.7610
Si -0.341 -1.788 1.736 0.3062 0.1360 -0.1236
C -1.939 -1.662 0.673 0.4827 -0.1137 0.3662
C 0.740 -3.204 1.027 -0.4915 0.4048 0.2763
C 0.621 -0.208 1.492 -0.6566 0.4475 -1.8522
Si 0.034 1.531 1.860 0.1152 -0.2134 -0.0377
C -1.588 1.850 0.882 0.5929 -0.1355 0.3625
C -0.277 2.020 3.673 0.1960 -0.0983 -0.7218
C 1.384 2.629 1.048 -0.5453 -0.2204 0.3394
H -1.332 -3.151 3.598 -0.1177 -0.1825 -0.0074
H -1.444 -1.441 3.974 -0.1424 0.1902 0.0259
H 0.080 -2.280 4.161 0.2170 0.0057 0.0415
H -2.304 -2.636 0.361 -0.0901 -0.2564 -0.0377
H -1.780 -1.052 -0.220 -0.0279 0.0477 -0.0460
H -2.737 -1.195 1.240 -0.1836 0.1515 0.0778
H 0.169 -4.109 0.844 -0.1439 -0.2071 -0.0267
H 1.522 -3.460 1.736 0.1811 -0.0245 0.1444
H 1.238 -2.915 0.104 0.1047 0.0851 -0.1474
H 1.704 -0.330 1.555 0.1382 -0.0296 0.4649
H -2.462 1.532 1.439 -0.2023 -0.1335 0.1290
H -1.583 1.305 -0.061 -0.1179 -0.0266 -0.0671
H -1.705 2.905 0.657 -0.0055 0.2582 -0.0279
H -1.062 1.413 4.114 -0.1632 -0.1583 0.0079
H -0.590 3.059 3.741 -0.0597 0.1915 -0.0079
H 0.610 1.901 4.285 0.2174 -0.0466 0.0660
H 1.791 2.146 0.150 0.1308 0.0616 -0.0632
H 2.220 2.792 1.722 0.2048 -0.0688 0.0987
H 1.002 3.602 0.758 -0.0762 0.2268 -0.0977
N -1.979 2.983 -2.686 -0.0302 -0.4214 -0.0825
C -0.894 3.768 -2.440 0.5029 0.1281 0.1252
C 0.143 2.912 -2.214 -0.0506 0.6025 -0.0620
N -0.296 1.622 -2.312 0.2481 -0.6882 0.6432
C -1.575 1.703 -2.603 -0.3710 -0.2745 -0.0942
H -2.912 3.306 -2.885 0.0437 -0.0821 -0.0325
H -0.949 4.835 -2.441 0.0270 0.2452 -0.0290
H 1.169 3.140 -2.010 0.1875 0.1318 0.0905
H -2.218 0.862 -2.774 -0.2321 -0.0526 0.0609
```
Positions in Å, forces in eV/Å.



[2]
Density functional theory data (ωB97M-V/def2-TZVPD) for 2 unconnected molecules or ions with the total composition C11H28N2O2 in a non-equilibrium geometry.

Calculated values
**HOMO**: -5.775 eV
**Energy relative to the best compared isomer or geometry (same formula, charge and spin)**: 0.000 eV
**Charge**: 0
**HOMO-LUMO gap**: 5.741 eV

Geometry as XYZ:
```
43
Properties=species:S:1:pos:R:3:forces:R:3
C 1.215 -2.596 1.494 0.5253 0.5413 0.0206
C 1.977 -2.310 0.170 -1.0190 -0.0348 0.6052
C 1.313 -1.206 -0.663 0.3040 -0.3891 -0.1987
N 1.800 0.146 -0.413 0.0288 -0.1131 -0.2690
N 1.636 0.546 0.955 -0.0658 0.1444 0.1540
C 0.223 0.859 1.350 0.0273 0.2017 0.8225
C -0.129 2.336 1.174 -0.6275 0.0212 -0.3189
C -1.171 2.659 0.072 0.6851 0.1738 0.0857
C -1.207 1.708 -1.125 -0.4508 -0.0583 -0.0825
C -2.247 0.583 -1.044 -0.1948 -0.0183 -0.1232
O -3.311 0.930 -0.178 0.0007 0.0219 0.0378
C -4.206 -0.150 0.062 0.1958 -0.1220 -0.0406
C -3.939 -0.818 1.414 -0.1027 0.1256 -0.2029
H 1.131 -3.658 1.702 -0.1036 -0.0439 0.0126
H 0.225 -2.138 1.490 -0.1716 -0.2379 -0.0410
H 1.750 -2.155 2.342 -0.0378 -0.0925 0.1237
H 1.943 -3.225 -0.414 0.3570 0.0197 -0.1514
H 3.005 -2.029 0.392 0.1998 -0.1964 -0.3722
H 0.224 -1.263 -0.599 -0.0428 0.0802 0.1453
H 1.550 -1.382 -1.712 0.1112 0.2267 -0.0440
H 2.831 0.110 -0.572 0.7727 0.3061 -0.6099
H 2.151 1.423 1.044 0.1904 -0.0730 -0.0759
H 2.052 -0.101 1.635 -0.0284 -0.2120 -0.1801
H 0.173 0.620 2.412 0.0455 -0.1081 0.0198
H -0.467 0.182 0.858 0.1661 -0.0259 -0.2815
H 0.759 2.949 1.009 0.1988 -0.2016 -0.0141
H -0.548 2.674 2.121 0.1088 0.0905 0.0697
H -2.144 2.766 0.538 -0.1577 -0.1779 -0.1614
H -0.913 3.644 -0.317 -0.0364 0.0817 0.0662
H -0.234 1.256 -1.324 0.1105 0.1198 0.0439
H -1.445 2.302 -2.006 -0.0164 0.0367 -0.0258
H -2.654 0.418 -2.047 0.0485 -0.1283 -0.0493
H -1.819 -0.379 -0.731 0.1329 0.0578 0.1317
H -4.087 -0.887 -0.736 -0.1775 -0.0078 -0.0886
H -5.221 0.237 -0.001 -0.0073 0.1341 0.0655
H -3.332 -0.154 2.027 0.0337 0.0078 0.0434
H -3.423 -1.767 1.280 0.0841 -0.0364 0.1665
H -4.870 -0.998 1.949 -0.0148 -0.1242 0.0278
C 4.288 -0.222 -2.703 -0.1929 -0.0235 -0.5888
O 4.675 -0.057 -1.415 -1.0368 0.0090 0.8127
H 3.397 -0.897 -2.873 0.0674 0.0093 0.1226
H 3.992 0.712 -3.245 0.0266 0.0300 0.1649
H 5.059 -0.668 -3.373 0.0635 -0.0144 0.1777
```
Positions in Å, forces in eV/Å.



[3]
Density functional theory data (ωB97M-V/def2-TZVPD) for a molecular structure, C11H29FLiO4Zn in a non-equilibrium geometry.

Calculated values
**HOMO**: -12.473 eV
**Charge**: +1
**HOMO-LUMO gap**: 6.218 eV

Geometry as XYZ:
```
47
Properties=species:S:1:pos:R:3:forces:R:3
Li -0.623 1.806 -0.866 -0.4526 -0.9057 -0.1404
Zn -1.121 -1.661 -1.929 1.7984 -1.2018 2.8509
F -0.439 -0.121 -0.976 -0.5978 0.3685 -0.9305
C 0.328 -4.008 1.436 -1.1916 -0.4509 -1.0144
C -0.521 -2.984 0.634 -0.7521 0.2593 1.6895
O -0.460 -3.123 -0.743 -0.2910 0.8185 -2.3026
H -0.296 -4.854 1.731 -0.0378 -0.0470 -0.1528
H 0.627 -3.541 2.371 0.6934 -0.0132 -0.2261
H 1.075 -4.417 0.757 0.6054 0.2886 0.5256
H -0.182 -2.014 1.016 -0.0128 0.2916 -0.5414
H -1.557 -3.104 0.974 -0.0464 0.1492 0.0599
C -4.811 2.236 -2.413 -1.5432 1.0283 -1.0678
C -3.386 2.414 -2.900 -2.0212 -1.2079 0.0890
C -2.952 3.837 -2.943 1.5021 0.1786 0.4523
O -2.620 1.598 -1.976 1.8060 0.5895 -0.0278
H -5.466 2.804 -3.087 0.0834 0.2534 0.1112
H -5.001 2.638 -1.419 0.3249 -0.0938 0.0897
H -5.289 1.258 -2.507 0.7365 -0.3860 0.2291
H -3.309 1.989 -3.906 0.1830 -0.0627 0.0753
H -2.899 4.256 -1.935 -0.1897 0.1342 -0.0498
H -3.540 4.484 -3.588 -0.3524 -0.2698 0.0911
H -1.942 3.859 -3.363 0.0596 0.1771 0.0785
H -2.931 0.702 -2.111 -0.1763 -0.0288 0.2150
C 3.175 0.176 -0.809 -0.6076 0.4876 -1.1630
C 3.142 -0.798 -2.002 0.1448 -0.5662 0.6026
C 4.510 -1.247 -2.405 0.8066 0.1131 -0.5180
O 2.499 -2.001 -1.574 -0.8016 0.1470 0.0345
H 2.139 0.496 -0.672 -0.1282 -0.2481 0.6340
H 3.677 1.121 -1.024 0.4300 -0.2317 -0.1008
H 3.593 -0.295 0.076 -0.1042 0.0002 0.0137
H 2.566 -0.410 -2.853 0.2202 0.3821 0.0359
H 4.562 -1.969 -3.220 -0.5424 0.0198 -0.0533
H 4.961 -1.761 -1.555 0.2217 0.3348 0.0762
H 5.095 -0.390 -2.745 0.2188 -0.0536 0.3232
H 1.665 -1.730 -1.167 0.0633 -0.3807 0.1844
C 1.244 1.497 4.287 -0.4178 1.2579 -0.0926
C 0.733 0.202 3.666 1.5375 -1.3399 1.2469
C -0.406 -0.447 4.434 -0.1739 1.0813 0.1986
O 0.475 0.377 2.288 -0.3087 1.1198 -0.6452
H 1.334 1.638 5.367 -0.8156 -1.0499 0.2052
H 0.530 2.265 3.972 0.3579 0.3590 -0.0659
H 2.274 1.786 4.067 -0.1893 -0.1740 -1.0815
H 1.594 -0.476 3.737 -0.1077 -0.2959 -0.0301
H -1.269 0.224 4.473 -0.1220 -0.0656 -0.2620
H -0.096 -0.519 5.476 0.0424 -0.4897 -0.0528
H -0.712 -1.408 4.021 0.0981 -0.0687 0.0906
H 0.030 -0.384 1.907 0.0499 -0.2080 0.3159
```
Positions in Å, forces in eV/Å.



[4]
Density functional theory data (ωB97M-V/def2-TZVPD) for 2 unconnected molecules or ions with the total composition C11H30BFIN3OP in a non-equilibrium geometry.

Calculated values
**HOMO**: -4.719 eV
**Charge**: -1
**HOMO-LUMO gap**: 7.159 eV

Geometry as XYZ:
```
49
Properties=species:S:1:pos:R:3:forces:R:3
C 5.701 3.671 1.240 0.7631 -0.7383 -0.1230
C 4.686 2.829 0.484 -0.4353 0.6774 0.6145
I 5.627 1.898 -1.258 0.1030 0.0155 0.1014
C 3.397 3.560 0.129 -0.5527 -0.4660 -0.4192
B 2.130 2.750 0.835 0.3536 0.2764 -0.3391
C 0.671 3.458 0.562 -0.1241 -0.7007 0.5194
C -0.357 2.942 1.578 1.0469 -0.2820 -0.3195
F -0.484 3.847 2.651 -0.4886 0.0172 -0.0419
H 6.213 4.393 0.603 -0.2426 0.2255 0.0571
H 5.243 4.145 2.109 -0.2434 0.1422 -0.1866
H 6.476 3.001 1.630 0.0880 0.1359 0.0167
H 4.439 1.981 1.120 0.0537 -0.2518 -0.3288
H 3.206 3.526 -0.947 0.1118 0.1261 -0.0297
H 3.435 4.623 0.398 0.2659 -0.0208 0.1167
H 2.383 2.618 2.036 -0.1462 0.1344 0.1605
H 2.131 1.627 0.328 -0.0172 -0.1135 0.0844
H 0.281 3.146 -0.414 0.1681 0.3576 -0.1916
H 0.721 4.551 0.622 -0.2290 0.0376 -0.1125
H -1.330 2.709 1.130 -0.2661 0.4641 0.3080
H 0.036 2.019 2.010 -0.1762 -0.0457 0.0775
O -0.466 -0.692 0.370 -0.5358 1.9853 -2.1717
P -1.396 -1.522 -0.438 -0.3348 -4.7586 2.8589
N -2.733 -1.715 0.612 -0.0875 0.4341 -0.0173
C -3.412 -2.946 0.942 -0.1130 -0.2290 -0.3673
C -3.321 -0.502 1.162 0.2179 0.2941 -0.0259
N -0.478 -2.961 -0.575 0.2393 0.0772 0.0840
C -0.989 -4.303 -0.410 -0.1814 -0.1320 -0.4342
C 0.920 -2.889 -0.159 0.0836 0.1709 0.1574
N -2.260 -1.901 -1.896 0.8344 2.4229 -0.6160
C -1.404 -1.803 -3.102 0.1873 -0.2901 -0.0805
C -3.453 -1.071 -2.154 -0.3365 -0.1185 0.2779
H -3.712 -3.518 0.056 0.0718 -0.0255 0.0200
H -4.333 -2.741 1.490 0.0360 0.1828 -0.0124
H -2.802 -3.589 1.584 -0.0241 -0.0516 -0.0619
H -4.068 -0.059 0.486 -0.0622 -0.0139 0.1127
H -2.553 0.251 1.347 0.0508 -0.0535 -0.0592
H -3.807 -0.700 2.118 0.0326 -0.1026 0.0054
H -1.057 -4.594 0.646 -0.0081 -0.0511 -0.0198
H -0.325 -5.019 -0.906 0.0809 0.0624 0.0396
H -1.963 -4.430 -0.880 -0.0602 0.1451 0.0803
H 1.033 -2.951 0.929 0.0613 0.0074 0.0010
H 1.382 -1.965 -0.494 -0.0651 0.0766 0.1181
H 1.480 -3.712 -0.613 -0.1519 -0.0889 -0.0169
H -1.049 -0.782 -3.272 -0.0670 0.0099 -0.0871
H -1.965 -2.126 -3.980 -0.1188 0.0337 0.0668
H -0.538 -2.454 -3.015 -0.0030 0.0091 0.1797
H -3.240 0.001 -2.109 -0.0506 0.0276 -0.0954
H -4.246 -1.300 -1.443 0.1257 0.0168 0.1478
H -3.851 -1.300 -3.143 0.1456 -0.0316 -0.0484
```
Positions in Å, forces in eV/Å.



[5]
Density functional theory data (ωB97M-V/def2-TZVPD) for a molecular structure, C11H30BLiNO3 in a non-equilibrium geometry.

Calculated values
**HOMO**: -2.768 eV
**Energy relative to the best compared isomer or geometry (same formula, charge and spin)**: 0.000 eV
**Charge**: -1
**HOMO-LUMO gap**: 5.657 eV

Geometry as XYZ:
```
47
Properties=species:S:1:pos:R:3:forces:R:3
Li -1.544 -0.858 -0.778 0.5662 -0.3420 0.7721
B -2.353 -2.598 -2.055 -0.8733 -0.7537 0.1020
H -3.337 -1.910 -2.293 -0.0493 0.5035 -0.2262
H -2.497 -2.975 -0.906 0.1746 0.1369 0.4033
H -2.439 -3.600 -2.727 0.1098 -0.1022 -0.2857
H -1.306 -2.047 -2.219 0.3306 0.1654 -0.1694
C 1.026 0.305 2.793 -0.3871 0.1065 0.3041
C 0.590 0.818 1.412 0.7718 0.3157 0.1428
C 1.463 2.023 1.015 0.0863 -0.3258 -0.1936
C 2.886 1.586 0.709 -0.3767 0.0892 -0.3566
C 2.852 0.565 -0.431 0.6750 -0.1395 0.5312
C 1.922 -0.634 -0.174 0.3113 0.1393 0.3147
N 0.638 -0.183 0.364 -0.6078 0.1144 -0.7768
O -0.182 -1.289 0.693 -0.3272 0.2965 -0.3378
C 2.643 -1.675 0.700 -0.2745 -0.5783 0.1287
C 1.618 -1.301 -1.513 0.2347 -0.1634 0.1489
C -0.840 1.307 1.531 -0.4011 -0.4281 -0.3679
H 2.078 0.049 2.859 0.0695 0.0507 -0.0018
H 0.434 -0.581 3.027 0.0622 -0.0445 -0.0583
H 0.810 1.078 3.542 0.0659 -0.0826 0.0388
H 1.368 2.761 1.816 0.2414 0.1279 -0.0958
H 1.099 2.456 0.075 -0.3713 0.0896 0.2044
H 3.350 1.133 1.585 0.1484 0.0876 0.0259
H 3.494 2.430 0.367 0.0642 0.0526 0.2939
H 3.892 0.216 -0.490 -0.1670 -0.3013 -0.3597
H 2.639 1.024 -1.400 -0.2605 0.2102 0.1300
H 3.584 -1.950 0.216 0.0532 -0.0324 0.1193
H 2.013 -2.565 0.778 0.0033 0.0773 -0.1631
H 2.823 -1.394 1.736 0.1921 0.3324 -0.1362
H 0.876 -2.080 -1.359 -0.1329 0.0720 -0.0799
H 2.517 -1.770 -1.928 0.0291 0.1460 -0.0549
H 1.245 -0.540 -2.197 -0.1300 -0.1351 -0.1770
H -1.216 1.532 0.527 0.0251 0.2396 0.0568
H -0.914 2.186 2.173 -0.0343 0.0093 0.0506
H -1.464 0.491 1.894 0.0945 0.1136 0.1833
C -0.705 1.600 -2.719 -0.4502 0.3748 0.3291
O -1.437 0.457 -2.322 -0.0192 0.3003 -0.0479
H 0.002 1.801 -1.917 0.2497 -0.1689 -0.1731
H -0.217 1.464 -3.686 0.2137 -0.0951 0.0856
H -1.352 2.487 -2.785 -0.0241 -0.1032 -0.0800
H -2.057 0.195 -3.009 -0.0059 -0.2506 0.0624
C -4.028 0.244 1.462 0.1195 -0.4668 -0.2956
O -3.535 -0.284 0.231 -0.0594 0.2368 0.1836
H -5.119 0.239 1.425 -0.0618 0.2112 0.2533
H -3.677 -0.346 2.313 -0.0784 -0.0659 0.0161
H -3.644 1.251 1.597 -0.0816 0.0943 -0.1962
H -3.996 -1.116 0.071 0.2813 -0.1144 -0.2475
```
Positions in Å, forces in eV/Å.



| no. | E (eV) |
| --- | --- |
| 1 | -80285.8762 |
| 2 | -18931.2819 |
| 3 | -71400.8353 |
| 4 | -39195.1521 |
| 5 | -20407.5085 |